# 1
{"formula": "C4H12", "method": "the ωB97M-V functional and the def2-TZVPD basis", "elements": ["C", "C", "H", "H", "H", "H", "H", "H", "C", "C", "H", "H", "H", "H", "H", "H"], "positions_angstrom": [[1.799, 1.042, -0.634], [0.472, 1.759, -0.669], [2.530, 1.265, 0.143], [2.021, -0.039, -0.639], [2.194, 1.413, -1.590], [-0.033, 1.572, -1.615], [-0.310, 1.535, 0.069], [0.647, 2.835, -0.600], [-0.606, -1.895, 0.527], [-1.772, -0.928, 0.831], [-0.100, -2.269, 1.427], [-0.983, -2.787, 0.045], [0.226, -1.477, -0.039], [-1.408, -0.202, 1.563], [-2.614, -1.486, 1.218], [-2.061, -0.337, -0.036]], "e_tot_ev": -4341.9437, "gap_ev": 12.61, "de_lowest_kj_mol": 56.4, "smiles": "CC.CC"}

---

# 2
{"formula": "C24H43N2P3S2W", "method": "the ωB97M-V functional and the def2-TZVPD basis", "elements": ["W", "P", "P", "P", "H", "C", "C", "H", "C", "C", "C", "C", "C", "C", "C", "C", "C", "H", "H", "H", "H", "H", "H", "H", "H", "H", "H", "H", "H", "H", "H", "H", "H", "H", "H", "H", "H", "H", "H", "H", "H", "H", "H", "H", "H", "H", "C", "C", "C", "C", "C", "C", "S", "H", "H", "H", "H", "H", "H", "N", "C", "N", "C", "C", "C", "C", "C", "C", "S", "H", "H", "H", "H", "H", "H"], "positions_angstrom": [[-0.217, -0.020, 0.083], [-0.448, -2.262, -1.256], [2.004, 1.057, 0.017], [-0.682, 1.134, -2.070], [-2.161, -0.179, 1.954], [-2.173, -0.889, 1.105], [-1.736, -2.247, 1.317], [-1.055, -2.473, 2.172], [-0.233, -3.977, -0.562], [0.529, -2.736, -2.755], [-2.082, -2.476, -2.083], [1.714, 2.627, 0.876], [3.495, 0.504, 0.927], [2.788, 1.498, -1.565], [-2.462, 1.064, -2.438], [0.111, 0.501, -3.586], [-0.421, 2.967, -2.290], [-2.924, -0.646, 0.325], [-2.295, -3.122, 0.922], [-0.870, -4.183, 0.302], [0.818, -4.160, -0.304], [-0.523, -4.716, -1.329], [1.591, -2.899, -2.546], [0.431, -2.042, -3.589], [0.119, -3.689, -3.114], [-2.912, -2.111, -1.466], [-2.230, -3.552, -2.261], [-2.084, -1.975, -3.064], [2.660, 3.172, 0.846], [1.425, 2.425, 1.915], [0.920, 3.226, 0.416], [4.273, 1.245, 0.712], [3.845, -0.481, 0.605], [3.331, 0.477, 2.010], [3.770, 1.930, -1.320], [2.206, 2.221, -2.146], [2.960, 0.611, -2.188], [-2.642, 1.775, -3.257], [-3.081, 1.357, -1.581], [-2.750, 0.057, -2.758], [0.064, 1.284, -4.356], [-0.440, -0.364, -3.947], [1.159, 0.222, -3.441], [-1.356, 3.377, -2.701], [0.398, 3.163, -3.000], [-0.203, 3.487, -1.345], [-2.538, 3.176, 1.716], [-2.439, 4.561, 1.910], [-3.591, 5.347, 2.185], [-4.843, 4.716, 2.366], [-4.878, 3.315, 2.371], [-3.736, 2.559, 2.053], [-1.241, 2.069, 0.855], [-0.431, 1.506, 1.868], [-1.448, 5.024, 1.860], [-3.530, 6.447, 2.256], [-5.763, 5.346, 2.448], [-5.831, 2.817, 2.588], [-3.769, 1.478, 2.098], [0.415, -0.066, 3.177], [1.097, -1.185, 2.636], [1.139, -1.377, 1.317], [2.199, -2.320, 1.000], [2.808, -2.524, -0.248], [3.830, -3.493, -0.325], [4.347, -4.091, 0.835], [3.878, -3.748, 2.104], [2.830, -2.832, 2.155], [2.205, -2.106, 3.625], [-0.472, -0.391, 3.565], [0.963, 0.266, 3.972], [2.578, -1.875, -1.107], [4.218, -3.804, -1.298], [5.145, -4.833, 0.775], [4.225, -4.166, 3.060]], "multiplicity": 3, "e_tot_ev": -79885.1156, "gap_ev": [5.44, 5.36], "total_charge": 4, "de_lowest_kj_mol": 238.0, "s_squared": 2.0255}

---

# 3
{"formula": "C19H37GeIN2NiO2", "method": "the ωB97M-V functional and the def2-TZVPD basis", "elements": ["Ni", "N", "C", "O", "C", "I", "H", "H", "H", "H", "C", "C", "C", "C", "Ge", "C", "C", "C", "C", "H", "H", "H", "H", "H", "H", "H", "H", "H", "H", "H", "H", "H", "H", "H", "H", "H", "H", "H", "O", "N", "C", "C", "C", "C", "C", "H", "H", "H", "H", "H", "C", "C", "C", "C", "H", "H", "H", "H", "H", "H", "H", "H", "H"], "positions_angstrom": [[-0.467, 0.605, -0.414], [-2.661, -1.756, 0.333], [-2.470, -0.837, 1.277], [-1.738, 0.142, 1.105], [-3.226, -1.002, 2.561], [-5.012, 0.205, 2.368], [-2.126, -1.654, -0.528], [-3.276, -2.542, 0.453], [-2.665, -0.622, 3.411], [-3.546, -2.025, 2.724], [5.322, -2.790, 0.961], [4.919, -1.542, 0.183], [3.835, -1.839, -0.852], [2.447, -1.976, -0.248], [1.653, -0.169, 0.298], [1.910, 0.427, 2.249], [0.974, -0.152, 3.288], [1.055, -1.671, 3.430], [2.432, -2.171, 3.849], [5.996, -2.537, 1.776], [5.831, -3.494, 0.305], [4.451, -3.290, 1.382], [5.802, -1.148, -0.325], [4.560, -0.765, 0.867], [4.089, -2.771, -1.368], [3.824, -1.046, -1.606], [2.463, -2.626, 0.624], [1.779, -2.434, -0.977], [2.675, 0.784, -0.393], [1.819, 1.515, 2.248], [2.943, 0.168, 2.476], [-0.054, 0.133, 3.041], [1.212, 0.304, 4.254], [0.763, -2.140, 2.486], [0.337, -1.984, 4.191], [3.174, -2.020, 3.070], [2.391, -3.235, 4.068], [2.765, -1.656, 4.749], [-1.324, -0.588, -1.885], [-2.216, -0.336, -2.798], [-2.993, 0.754, -2.712], [-3.938, 1.026, -3.677], [-4.109, 0.145, -4.736], [-3.314, -0.991, -4.789], [-2.376, -1.211, -3.806], [-2.805, 1.379, -1.844], [-4.542, 1.917, -3.596], [-4.851, 0.333, -5.494], [-3.422, -1.704, -5.589], [-1.731, -2.077, -3.785], [-0.793, 4.967, -1.609], [-1.462, 3.621, -1.279], [-2.433, 3.777, -0.107], [-0.385, 2.608, -0.981], [-1.556, 5.707, -1.834], [-0.147, 4.866, -2.477], [-0.202, 5.314, -0.767], [-2.010, 3.322, -2.179], [-1.953, 4.315, 0.706], [-2.742, 2.797, 0.259], [-3.321, 4.326, -0.409], [0.180, 2.895, -0.074], [0.269, 2.448, -1.853]], "multiplicity": 2, "e_tot_ev": -133028.8337, "gap_ev": [7.25, 6.97], "total_charge": 1, "s_squared": 1.0737}

---

# 4
{"formula": "C31H27Cl3IrN3O3PS", "method": "the ωB97M-V functional and the def2-TZVPD basis", "elements": ["Ir", "N", "C", "S", "N", "N", "C", "C", "C", "C", "C", "C", "C", "O", "H", "H", "H", "H", "H", "H", "H", "C", "C", "C", "C", "C", "C", "C", "P", "C", "C", "C", "C", "C", "C", "C", "C", "C", "C", "C", "C", "C", "C", "H", "H", "H", "H", "H", "H", "H", "H", "H", "H", "H", "H", "H", "H", "H", "H", "H", "H", "H", "H", "Cl", "C", "Cl", "Cl", "C", "O", "O"], "positions_angstrom": [[-1.858, -0.042, 0.638], [-3.926, 2.103, 3.714], [-3.132, 1.214, 3.018], [-3.900, 0.174, 1.846], [-1.864, 1.216, 3.276], [-1.229, 0.209, 2.524], [-0.563, -0.628, 3.230], [-0.140, -1.948, 2.823], [0.785, -2.599, 3.657], [1.198, -3.890, 3.439], [0.632, -4.591, 2.362], [-0.303, -4.003, 1.553], [-0.731, -2.652, 1.731], [-1.603, -2.177, 0.916], [-4.908, 1.883, 3.710], [-3.550, 2.389, 4.604], [-0.403, -0.343, 4.268], [1.188, -2.039, 4.496], [1.925, -4.360, 4.088], [0.933, -5.615, 2.168], [-0.753, -4.544, 0.729], [3.031, 0.996, -1.905], [2.389, -0.362, -2.065], [3.100, -1.336, -2.764], [2.645, -2.642, -2.864], [1.447, -3.000, -2.265], [0.712, -2.042, -1.589], [1.165, -0.728, -1.488], [0.109, 0.400, -0.523], [1.348, 1.304, 0.500], [1.209, 2.684, 0.651], [2.030, 3.411, 1.499], [3.020, 2.757, 2.214], [3.193, 1.393, 2.040], [2.387, 0.649, 1.179], [2.752, -0.795, 0.951], [-0.571, 1.627, -1.690], [-0.243, 1.763, -3.032], [-0.973, 2.621, -3.844], [-2.038, 3.328, -3.307], [-2.388, 3.164, -1.975], [-1.673, 2.302, -1.148], [-2.065, 2.006, 0.269], [3.722, 1.177, -2.730], [3.603, 1.045, -0.973], [2.315, 1.810, -1.875], [4.043, -1.061, -3.223], [3.229, -3.376, -3.405], [1.077, -4.015, -2.330], [-0.243, -2.298, -1.145], [0.445, 3.206, 0.090], [1.888, 4.479, 1.600], [3.664, 3.304, 2.891], [3.986, 0.881, 2.574], [3.293, -1.187, 1.812], [3.399, -0.887, 0.073], [1.890, -1.435, 0.781], [0.536, 1.155, -3.468], [-0.734, 2.705, -4.896], [-2.627, 3.980, -3.942], [-3.254, 3.677, -1.572], [-3.082, 2.363, 0.449], [-1.417, 2.557, 0.959], [-4.544, 0.427, -3.578], [-3.879, -1.156, -3.102], [-3.435, -2.049, -4.563], [-5.115, -2.073, -2.220], [-2.629, -0.906, -2.173], [-1.527, -1.215, -2.582], [-2.985, -0.364, -1.087]], "e_tot_ev": -103733.4828, "gap_ev": 7.11, "total_charge": -1, "de_lowest_kj_mol": 0.0}

---

# 5
{"formula": "C3H5NS2", "method": "the ωB97M-V functional and the def2-TZVPD basis", "elements": ["N", "C", "C", "S", "C", "S", "H", "H", "H", "H", "H"], "positions_angstrom": [[-1.987, -0.264, -1.493], [-0.966, -0.224, -0.931], [0.342, -0.117, -0.353], [1.496, -1.345, -0.927], [0.307, 0.059, 1.103], [-0.243, 1.631, 1.760], [0.534, 0.792, -0.979], [0.869, -1.640, -2.088], [1.258, -0.170, 1.561], [-0.418, -0.620, 1.508], [-1.193, 1.899, 0.839]], "e_tot_ev": -26351.4413, "gap_ev": 10.22, "de_lowest_kj_mol": 124.6, "smiles": "N#C[C@H](S)CS"}

---

One value per record, in order, for maximum force: 0.037 0.074 0.039 0.009 0.070 Eh/bohr.